## 1
This record from the Open Molecules 2025 dataset describes 2 unconnected molecules or ions with the total composition CH2N2OS2. The level of theory is ωB97M-V with the def2-TZVPD basis set.

Calculated values
2S+1: 1
LUMO energy (spin up / spin down) (eV): -5.25 / -5.28

XYZ file:
```
8
CH2N2OS2, DFT ωB97M-V with the def2-TZVPD basis set
C 2.475 -2.218 -0.132
N 3.038 -2.901 0.565
N 0.353 0.084 0.062
O 1.850 0.943 -1.855
S 2.033 2.424 0.727
S 1.937 0.675 -0.477
H 0.306 0.217 1.112
H 0.397 -0.932 -0.243
```

Here are the Mulliken charges for atoms 1 to 5, given in e:
1 C -0.105
2 N -0.380
3 N -0.467
4 O -0.314
5 S -0.099

## 2
This record from the Open Molecules 2025 dataset describes CH2N2OS2 in the gas phase. The level of theory is ωB97M-V with the def2-TZVPD basis set.

Calculated values
2S+1: 1
LUMO energy (spin up / spin down) (eV): -0.31 / -0.31

XYZ file:
```
8
CH2N2OS2, DFT ωB97M-V with the def2-TZVPD basis set
C -0.226 0.230 0.022
N -0.745 1.427 0.324
N -1.871 1.839 0.297
O -2.481 -1.842 0.803
S -3.177 0.848 -0.135
S -2.287 -1.051 -0.402
H 0.295 0.160 -0.924
H 0.240 -0.292 0.843
```

Here are the Mulliken charges for atoms 1 to 5, given in e:
1 C -0.359
2 N -0.070
3 N -0.060
4 O -0.471
5 S 0.057

2 ends up most stable, edging out the next structure by 0.1194 hartree.

## 1
This record from the Open Molecules 2025 dataset describes C5H8N2S in the gas phase. The level of theory is ωB97M-V with the def2-TZVPD basis set.

Calculated values
SMILES string: NCCc1cscn1
2S+1: 1
LUMO energy (eV): 0.70

XYZ file:
```
16
C5H8N2S, DFT ωB97M-V with the def2-TZVPD basis set
N 2.220 -0.848 -1.037
C 2.516 0.191 -0.155
C 1.580 0.390 1.046
C 0.098 0.314 0.540
C -0.544 -0.917 0.571
S -2.229 -0.545 -0.014
C -1.616 0.953 -0.533
N -0.387 1.320 -0.314
H 2.497 -1.707 -0.645
H 1.205 -0.811 -1.471
H 2.421 1.134 -0.825
H 3.511 0.330 0.368
H 1.910 -0.455 1.665
H 1.814 1.429 1.550
H -0.323 -1.836 1.062
H -2.392 1.751 -0.834
```

Here are the Mulliken charges for atoms 1 to 5, given in e:
1 N -0.477
2 C -0.772
3 C -0.339
4 C 0.000
5 C -0.403

## 2
This record from the Open Molecules 2025 dataset describes a molecular structure, C5H8N2S. The level of theory is ωB97M-V with the def2-TZVPD basis set.

Calculated values
2S+1: 1
LUMO energy (eV): 0.17

XYZ file:
```
16
C5H8N2S, DFT ωB97M-V with the def2-TZVPD basis set
C -2.805 -0.746 0.044
C -1.294 1.018 -0.099
C 2.307 -0.843 0.129
C 2.207 0.671 -0.138
C 1.098 1.487 -0.031
H -3.963 -0.803 1.317
H -3.505 -1.114 -1.441
H -1.733 -1.557 0.387
H -1.083 2.035 -0.326
H 2.891 -1.492 -0.554
H 2.435 -1.055 1.319
H 3.101 1.452 0.090
H 0.914 2.552 -0.104
N -2.422 0.606 0.004
N 0.071 0.560 0.302
S 0.520 -1.106 -0.141
```

Here are the Mulliken charges for atoms 1 to 5, given in e:
1 C -0.695
2 C 0.171
3 C -0.229
4 C -0.512
5 C -0.143

## 3
This record from the Open Molecules 2025 dataset describes C5H8N2S in the gas phase. The level of theory is ωB97M-V with the def2-TZVPD basis set.

Calculated values
SMILES string: C/C=N/N1C[C@H]1C=S
2S+1: 1
LUMO energy (eV): -0.25

XYZ file:
```
16
C5H8N2S, DFT ωB97M-V with the def2-TZVPD basis set
C 1.800 -0.088 2.446
C 0.715 0.350 1.533
N 0.320 -0.403 0.626
N -0.752 0.132 -0.109
C -1.461 -0.963 -0.837
C -0.497 -0.123 -1.552
C -0.999 0.953 -2.444
S -0.519 1.299 -3.956
H 2.617 0.664 2.495
H 1.410 -0.267 3.476
H 2.315 -1.018 2.069
H 0.183 1.262 1.732
H -2.536 -0.745 -0.983
H -1.177 -2.010 -0.594
H 0.499 -0.488 -1.832
H -1.920 1.446 -2.070
```

Here are the Mulliken charges for atoms 1 to 5, given in e:
1 C -0.896
2 C -0.083
3 N -0.436
4 N -0.171
5 C -0.391

1 ends up most stable, edging out the next structure by 0.0432 hartree.

## 1
This record from the Open Molecules 2025 dataset describes 9 unconnected molecules or ions with the total composition C31H47BBr3Cl26NO5P. The level of theory is ωB97M-V with the def2-TZVPD basis set.

Calculated values
Net charge: -1
2S+1: 1
LUMO energy (eV): 1.56

XYZ file:
```
115
C31H47BBr3Cl26NO5P, DFT ωB97M-V with the def2-TZVPD basis set
C 5.446 -1.017 -0.028
C 3.993 -0.435 -0.054
C 3.857 0.739 0.929
Br 4.768 0.371 2.654
P 2.084 1.555 1.115
O 3.039 2.863 1.822
B 0.538 2.750 1.525
N 0.656 3.962 2.410
O -0.789 2.503 1.075
C 2.258 2.206 -0.724
Br 1.485 4.019 -0.967
C 1.674 1.276 -1.783
C 0.164 1.382 -2.030
Br 2.554 1.809 -3.541
O 1.838 1.038 2.768
C 0.940 -0.067 2.947
C -0.043 0.459 4.008
C 1.841 -1.036 3.792
C 0.441 -0.583 1.539
C -1.016 -0.450 0.984
C -2.200 -0.018 1.842
C -2.827 -1.123 2.707
O -3.232 0.316 0.866
C -4.050 1.358 1.328
C -5.019 1.727 0.232
C -5.082 3.039 -0.208
C -5.923 3.434 -1.232
C -6.737 2.494 -1.838
C -6.699 1.189 -1.382
C -5.858 0.796 -0.360
C 0.934 -2.033 1.152
Cl 0.964 -2.222 -0.648
C 0.104 -3.243 1.621
C 0.906 -4.544 1.280
Cl -0.324 -3.303 3.359
O 1.203 0.195 0.593
H 6.193 -0.247 0.145
H 5.486 -1.737 0.790
H 5.622 -1.592 -0.942
H 3.358 -1.286 0.171
H 3.886 -0.050 -1.069
H 4.514 1.516 0.546
H 3.430 3.405 1.130
H 0.060 4.684 2.007
H 0.246 3.704 3.306
H -1.156 3.280 0.640
H 3.295 2.384 -1.005
H 1.961 0.236 -1.695
H -0.038 1.879 -2.977
H -0.369 1.936 -1.261
H -0.275 0.386 -2.121
H -0.722 -0.304 4.392
H -0.588 1.354 3.705
H 0.565 0.761 4.861
H 1.270 -1.664 4.470
H 2.417 -0.358 4.417
H 2.578 -1.576 3.200
H -1.373 -1.339 0.457
H -0.968 0.292 0.195
H -2.038 0.900 2.400
H -2.337 -1.249 3.669
H -2.665 -2.061 2.167
H -3.902 -0.986 2.819
H -3.461 2.261 1.537
H -4.575 1.090 2.258
H -4.441 3.766 0.280
H -5.919 4.476 -1.529
H -7.382 2.786 -2.657
H -7.353 0.488 -1.878
H -5.858 -0.236 -0.030
H 1.961 -2.195 1.461
H -0.821 -3.341 1.060
H 1.970 -4.318 1.211
H 0.597 -4.833 0.274
H 0.703 -5.364 1.968
C -0.033 -3.405 -4.440
Cl 0.615 -1.931 -3.734
Cl 0.816 -4.825 -3.817
Cl -1.768 -3.537 -4.136
H 0.119 -3.366 -5.510
C -2.102 -6.919 4.143
Cl -0.935 -7.401 2.913
Cl -3.649 -6.504 3.404
Cl -2.309 -8.196 5.346
H -1.718 -6.038 4.642
C 8.900 1.768 -0.676
Cl 7.403 1.728 -1.602
Cl 8.600 2.343 0.962
Cl 9.663 0.173 -0.649
H 9.580 2.457 -1.160
C 5.350 5.194 -4.234
Cl 6.076 6.686 -3.617
Cl 6.127 3.777 -3.529
Cl 3.624 5.149 -3.905
H 5.501 5.167 -5.306
C -10.186 -1.307 -0.089
Cl -8.692 -0.389 0.078
Cl -11.468 -0.619 0.914
Cl -10.691 -1.372 -1.782
H -10.006 -2.320 0.246
C -2.684 -10.885 8.707
Cl -1.157 -10.023 8.898
Cl -3.916 -10.221 9.782
Cl -3.224 -10.832 7.029
H -2.524 -11.920 8.977
C 0.672 5.386 -6.472
Cl 0.993 4.024 -5.413
Cl 0.056 4.836 -8.041
Cl -0.463 6.516 -5.727
H 1.605 5.909 -6.644
C 3.133 4.480 -10.290
Cl 3.100 2.758 -10.663
Cl 4.001 4.776 -8.783
Cl 3.854 5.395 -11.618
H 2.113 4.818 -10.159
```

Here are the Mulliken charges for atoms 1 to 5, given in e:
1 C -1.770
2 C 1.397
3 C -0.904
4 Br -0.198
5 P 0.343

## 2
This record from the Open Molecules 2025 dataset describes 9 unconnected molecules or ions with the total composition C31H47BBr3Cl26NO5P. The level of theory is ωB97M-V with the def2-TZVPD basis set.

Calculated values
Net charge: -1
2S+1: 1
LUMO energy (eV): 1.56

XYZ file:
```
115
C31H47BBr3Cl26NO5P, DFT ωB97M-V with the def2-TZVPD basis set
C 5.412 -1.037 -0.106
C 3.983 -0.418 -0.067
C 3.874 0.747 0.923
Br 4.814 0.336 2.617
P 2.114 1.600 1.161
O 3.080 2.896 1.858
B 0.548 2.782 1.561
N 0.631 3.990 2.446
O -0.760 2.499 1.088
C 2.285 2.243 -0.689
Br 1.526 4.058 -0.919
C 1.686 1.312 -1.734
C 0.174 1.407 -1.955
Br 2.552 1.801 -3.513
O 1.876 1.047 2.799
C 0.990 -0.064 2.978
C -0.014 0.440 4.024
C 1.890 -1.052 3.790
C 0.480 -0.560 1.559
C -0.989 -0.420 1.033
C -2.182 -0.011 1.889
C -2.810 -1.123 2.739
O -3.197 0.334 0.902
C -4.031 1.371 1.348
C -4.988 1.731 0.240
C -5.069 3.044 -0.206
C -5.912 3.413 -1.245
C -6.701 2.450 -1.856
C -6.645 1.141 -1.396
C -5.802 0.777 -0.360
C 0.960 -2.007 1.158
Cl 0.976 -2.171 -0.641
C 0.135 -3.230 1.600
C 0.917 -4.528 1.248
Cl -0.304 -3.302 3.336
O 1.235 0.238 0.629
H 6.187 -0.289 0.041
H 5.484 -1.769 0.699
H 5.544 -1.596 -1.036
H 3.325 -1.247 0.166
H 3.839 -0.016 -1.070
H 4.531 1.524 0.539
H 3.466 3.441 1.167
H 0.018 4.703 2.051
H 0.231 3.732 3.345
H -1.152 3.273 0.670
H 3.323 2.415 -0.968
H 1.979 0.277 -1.626
H -0.054 1.893 -2.902
H -0.333 1.967 -1.174
H -0.261 0.408 -2.017
H -0.695 -0.333 4.383
H -0.561 1.329 3.712
H 0.578 0.740 4.889
H 1.322 -1.702 4.447
H 2.473 -0.394 4.430
H 2.619 -1.583 3.183
H -1.332 -1.309 0.497
H -0.942 0.336 0.259
H -2.017 0.898 2.459
H -2.329 -1.252 3.705
H -2.660 -2.063 2.202
H -3.883 -0.975 2.851
H -3.448 2.271 1.581
H -4.573 1.090 2.264
H -4.449 3.789 0.281
H -5.931 4.450 -1.555
H -7.345 2.722 -2.683
H -7.273 0.419 -1.894
H -5.777 -0.252 -0.021
H 1.989 -2.166 1.461
H -0.794 -3.297 1.040
H 1.986 -4.323 1.193
H 0.613 -4.809 0.239
H 0.700 -5.347 1.927
C -0.050 -3.312 -4.466
Cl 0.605 -1.843 -3.760
Cl 0.801 -4.738 -3.859
Cl -1.784 -3.444 -4.152
H 0.093 -3.269 -5.537
C -2.142 -6.869 4.071
Cl -0.978 -7.371 2.847
Cl -3.676 -6.418 3.327
Cl -2.382 -8.144 5.271
H -1.742 -5.998 4.574
C 8.903 1.790 -0.647
Cl 7.419 1.740 -1.593
Cl 8.578 2.360 0.987
Cl 9.681 0.203 -0.615
H 9.582 2.485 -1.122
C 5.351 5.196 -4.288
Cl 6.082 6.699 -3.703
Cl 6.129 3.792 -3.560
Cl 3.627 5.155 -3.951
H 5.500 5.149 -5.358
C -10.165 -1.466 -0.053
Cl -8.692 -0.516 0.104
Cl -11.465 -0.794 0.937
Cl -10.663 -1.571 -1.745
H -9.965 -2.470 0.298
C -2.828 -10.837 8.639
Cl -1.285 -10.007 8.834
Cl -4.050 -10.151 9.712
Cl -3.363 -10.776 6.959
H -2.689 -11.875 8.910
C 0.633 5.331 -6.504
Cl 0.962 3.991 -5.423
Cl 0.011 4.755 -8.062
Cl -0.495 6.480 -5.778
H 1.565 5.850 -6.693
C 3.087 4.375 -10.256
Cl 3.054 2.647 -10.602
Cl 3.953 4.697 -8.755
Cl 3.804 5.271 -11.599
H 2.067 4.713 -10.130
```

Here are the Mulliken charges for atoms 1 to 5, given in e:
1 C -1.775
2 C 1.487
3 C -0.852
4 Br -0.197
5 P 0.352

2 ends up most stable, edging out the next structure by 0.0181 hartree.